# C30H29BrFeN6O3Si

A structure of composition C30H29BrFeN6O3Si (ωB97M-V/def2-TZVPD, the Open Molecules 2025 dataset).

```
71
Properties=species:S:1:pos:R:3
Fe 1.12 0.29 0.07
O 0.05 1.93 0.36
C 0.43 3.04 -0.19
C -0.55 3.97 -0.62
C -0.22 5.19 -1.15
C 1.12 5.57 -1.30
C 2.10 4.69 -0.89
C 1.79 3.44 -0.35
C 2.88 2.59 0.06
N 2.75 1.41 0.52
C 3.92 0.61 0.88
C 3.59 -0.88 0.64
N 2.56 -0.88 -0.38
C 2.67 -1.55 -1.47
C 1.84 -1.32 -2.62
C 1.88 -2.23 -3.69
C 1.21 -1.98 -4.86
C 0.52 -0.76 -4.98
C 0.50 0.16 -3.97
C 1.14 -0.09 -2.73
O 1.10 0.80 -1.79
H -1.59 3.66 -0.52
H -1.00 5.86 -1.47
H 1.38 6.53 -1.72
H 3.15 4.96 -0.99
H 3.89 3.02 -0.04
H 4.17 0.77 1.93
H 4.77 0.93 0.28
H 3.18 -1.32 1.54
H 4.48 -1.43 0.33
H 3.49 -2.27 -1.57
H 2.44 -3.15 -3.57
H 1.22 -2.69 -5.67
H 0.00 -0.54 -5.90
H -0.04 1.09 -4.07
C -2.55 -4.38 -0.15
Si -2.53 -2.81 -1.19
C -2.32 -3.27 -2.99
C -4.15 -1.90 -0.95
C -1.16 -1.74 -0.68
C -0.28 -0.95 -0.35
H -3.37 -5.04 -0.45
H -2.68 -4.13 0.91
H -1.61 -4.92 -0.26
H -3.12 -3.92 -3.34
H -1.37 -3.77 -3.16
H -2.32 -2.37 -3.61
H -5.01 -2.52 -1.23
H -4.17 -0.99 -1.55
H -4.27 -1.60 0.10
N 0.63 1.59 3.05
C 1.23 0.39 2.98
O 1.16 -0.31 1.92
C 1.94 -0.11 4.12
C 2.01 0.67 5.29
N 2.03 1.37 6.21
C 2.61 -1.34 4.04
N 3.18 -2.35 3.99
H 0.82 2.20 3.83
H 0.20 1.92 2.20
Br -6.00 -0.35 4.16
C -4.31 -0.08 3.32
C -3.50 -1.16 3.04
C -2.29 -0.90 2.42
N -1.87 0.32 2.09
C -2.67 1.34 2.38
C -3.91 1.20 2.99
H -3.80 -2.17 3.29
H -1.61 -1.71 2.16
H -2.31 2.32 2.09
H -4.53 2.06 3.20
```

Its spin multiplicity is 2. The net charge is -1. For the lowest unoccupied orbital energy (alpha / beta), the calculation gives 2.3 / 2.1 eV. The HOMO-LUMO gap (alpha / beta) is 7.52 / 7.30 eV. Its expectation value of S² is 0.78. As for the energy above the lowest of the compared OMol25 structures with the same formula, charge and spin: 10.25 kJ/mol.